Model w:
Here is one molecule with the formula C4H8O2S from OMol25. Energies are from ωB97M-V with the def2-TZVPD basis set.

Last column: natural (NBO) charge in e.
Geometry (Å):
C  -0.430  -2.351  0.263  -0.623
S  -0.064  -0.839  -0.028  1.125
C  0.215  0.485  -1.313  -0.701
C  -1.074  0.125  1.143  -0.735
O  1.616  -0.192  1.114  -0.758
C  2.671  0.176  0.576  0.665
O  2.992  0.231  -0.585  -0.698
H  0.178  -3.096  -0.344  0.207
H  -0.546  0.263  -2.030  0.228
H  -0.165  1.305  -0.765  0.230
H  1.144  0.531  -1.672  0.279
H  -0.454  0.981  1.270  0.239
H  -1.891  0.381  0.379  0.220
H  -1.388  -0.388  2.062  0.275
H  3.501  0.567  1.368  0.046

The HOMO-LUMO gap is 8.627 eV. The multiplicity is 1. As for the charge: 0. As for the SMILES: C#S(C)(C)OC=O.

---

Model x:
Here is one molecule with the formula C4H8O2S from OMol25. Energies are from ωB97M-V with the def2-TZVPD basis set.

Last column: natural (NBO) charge in e.
Geometry (Å):
O  0.630  -1.239  -2.554  -0.499
C  0.601  -0.895  -1.408  0.435
C  -0.640  -0.487  -0.583  -0.459
S  -0.974  -1.628  0.735  -0.014
C  -0.540  0.934  -0.072  -0.431
C  0.621  1.261  0.843  -0.064
O  0.405  0.743  2.132  -0.719
H  1.529  -0.995  -0.825  0.104
H  -1.498  -0.513  -1.256  0.239
H  -1.074  -2.818  0.127  0.140
H  -0.470  1.597  -0.944  0.225
H  -1.456  1.167  0.459  0.230
H  1.567  0.815  0.381  0.149
H  0.762  2.316  0.941  0.191
H  0.535  -0.259  2.024  0.474

The HOMO-LUMO gap is 10.268 eV. The multiplicity is 1. As for the charge: 0. As for the SMILES: O=C[C@@H](S)CCO.

---

The structure shown above that is least stable: model w.